{"formula": "C6H6O2V", "method": "the ωB97M-V functional and the def2-TZVPD basis", "species": ["C", "C", "O", "H", "V", "O", "C", "C", "C", "C", "H", "H", "H", "H", "H"], "coordinates": [[-1.43077, 0.70691, -0.52151], [-0.12367, 0.76112, -0.07104], [0.80646, 1.52766, -0.32103], [-1.63734, 1.20878, -1.46854], [2.46388, 1.35194, 0.49278], [1.80528, -0.20045, 1.44596], [0.48680, -0.45917, 1.25133], [-0.43033, -1.09560, 1.89182], [-2.20015, -0.69846, 1.38925], [-2.41043, -0.03015, 0.15203], [2.20462, -0.68339, 2.18581], [-0.45396, -1.58193, 2.86229], [-2.47043, -0.07793, 2.25712], [-2.73428, -1.65552, 1.46088], [-3.36172, -0.18115, -0.35907]], "lowdin_spin": [-0.0020, 0.0133, 0.0330, 0.0000, 2.8930, 0.0525, 0.0077, 0.0026, -0.0007, -0.0035, 0.0048, 0.0001, -0.0005, -0.0001, -0.0002], "fmax_ev_per_a": 6.04, "multiplicity": 4, "e_lumo_ev": [-10.0, -9.4], "charge": 2, "gap_ha": [0.303, 0.330]}

{"formula": "C6H6S2", "method": "the ωB97M-V functional and the def2-TZVPD basis", "species": ["C", "C", "C", "S", "C", "C", "C", "S", "H", "H", "H", "H", "H", "H"], "coordinates": [[1.19001, 0.93343, 1.06368], [0.67976, 0.08679, 0.18153], [1.54225, -0.84195, -0.46400], [3.12311, -1.15090, -0.19793], [-0.78714, 0.12223, -0.10201], [-1.42136, 1.27331, -0.51877], [-1.58975, -1.13932, -0.08518], [-0.89267, -2.57410, 0.34644], [2.33073, 0.85062, 1.18288], [0.62316, 1.51285, 1.74901], [1.15695, -1.38527, -1.28865], [-2.52324, 1.22396, -0.82301], [-0.84965, 2.18406, -0.54271], [-2.58216, -1.09570, -0.50129]], "lowdin_charge": [0.0808, -0.4215, -0.6704, 0.6988, -0.3420, 0.1070, -0.5592, 0.7332, 0.0693, 0.0721, 0.0228, 0.0982, 0.0654, 0.0456], "fmax_ev_per_a": 2.88, "e_lumo_ev": -1.1, "de_lowest_kcal_mol": 37.23, "smiles": "C=C(C=S)C(=C)C=S", "gap_ha": 0.275}

{"formula": "C6H6S2", "method": "the ωB97M-V functional and the def2-TZVPD basis", "species": ["C", "C", "C", "C", "C", "C", "H", "H", "H", "H", "H", "H", "S", "S"], "coordinates": [[-1.58808, 0.55691, -0.04249], [-0.16740, 0.09096, 0.00978], [0.23068, -0.88758, 1.17301], [0.06968, -0.94367, -1.13108], [0.81781, 1.12579, 0.01082], [1.71106, 1.91380, -0.04387], [-1.71851, 1.64554, -0.03190], [-0.66051, -1.27862, 1.63526], [0.99546, -0.50431, 1.92459], [0.63842, -0.56838, -2.04708], [-0.88892, -1.34752, -1.39872], [2.54277, 2.60136, -0.06362], [-2.91762, -0.35167, 0.03050], [0.93515, -2.05262, -0.02518]], "lowdin_charge": [-0.5781, -0.6419, -0.3864, -0.4295, -0.1391, 0.1527, 0.0659, 0.0530, 0.1091, 0.1174, 0.0316, 0.0434, 0.7527, 0.8493], "fmax_ev_per_a": 1.64, "e_lumo_ev": -0.8, "de_lowest_kcal_mol": 51.58, "gap_ha": 0.293}

{"formula": "C6H6S3", "method": "the ωB97M-V functional and the def2-TZVPD basis", "species": ["S", "C", "C", "S", "C", "C", "C", "C", "S", "H", "H", "H", "H", "H", "H"], "coordinates": [[-3.30984, -1.28375, 0.69190], [-2.20418, -0.09296, 0.53261], [-1.28091, 0.18474, -0.65248], [-1.52825, 2.02196, -1.14749], [0.11907, -0.12019, -0.25145], [0.72188, -0.01924, 0.96460], [2.05817, -0.41714, 0.99461], [2.50724, -0.79780, -0.24291], [1.26238, -0.79805, -1.40180], [-1.83253, 0.47687, 1.50672], [-1.50595, -0.40957, -1.56157], [-1.45146, 1.87668, -2.42537], [0.21946, 0.62174, 1.68870], [2.72923, -0.31630, 1.81717], [3.49568, -0.92701, -0.51326]], "lowdin_charge": [0.6836, -0.7158, -0.6777, 0.7385, -0.5789, -0.1554, -0.1690, -0.4128, 1.0340, 0.0935, 0.0975, -0.1922, 0.1139, 0.0994, 0.0416], "fmax_ev_per_a": 2.56, "e_lumo_ev": -0.6, "de_lowest_kcal_mol": 0.00, "smiles": "S=C[C@@H](S)c1cccs1", "gap_ha": 0.304}

{"formula": "C6H7BO2", "method": "the ωB97M-V functional and the def2-TZVPD basis", "species": ["B", "C", "C", "C", "C", "C", "C", "O", "O", "H", "H", "H", "H", "H", "H", "H"], "coordinates": [[2.49953, -0.25520, 0.17483], [-2.43101, -0.04240, 0.16048], [-1.63701, -1.15560, -0.25139], [-1.89900, 1.26104, 0.21170], [-0.23021, -0.94955, -0.43224], [-0.54933, 1.42041, -0.03768], [0.22480, 0.33480, -0.34954], [3.80609, 0.09485, 0.05834], [1.64955, 0.47413, -0.53947], [2.15885, -1.18160, 0.81946], [-3.56736, 0.01144, 0.19149], [-2.18211, -2.06675, -0.49563], [-2.46600, 2.08833, 0.55940], [0.46176, -1.74914, -0.82804], [-0.08473, 2.32196, 0.20156], [4.24615, -0.60673, 0.55674]], "lowdin_spin": [0.0157, 0.3798, 0.2789, 0.3013, 0.3173, 0.2419, 0.3095, 0.0051, 0.0819, 0.0042, 0.0101, 0.0148, 0.0166, 0.0118, 0.0110, 0.0001], "fmax_ev_per_a": 4.69, "multiplicity": 3, "e_lumo_ev": [0.6, -3.3], "gap_ha": [0.190, 0.211]}

{"formula": "C6H7Br2N", "method": "the ωB97M-V functional and the def2-TZVPD basis", "species": ["C", "C", "C", "C", "C", "C", "N", "Br", "Br", "H", "H", "H", "H", "H", "H", "H"], "coordinates": [[2.08398, 1.15043, -0.99672], [0.47383, 0.58404, 0.78898], [0.72118, 0.74227, -0.72704], [0.46923, -0.60697, -1.42651], [-0.42135, -0.63209, 1.01859], [-1.89057, -0.54012, 0.88772], [3.17944, 1.41158, -1.19691], [-0.83614, -0.65622, -2.75891], [0.27677, -2.03540, 2.04990], [1.42608, 0.44252, 1.30370], [0.00977, 1.48271, 1.21216], [0.04953, 1.48947, -1.16071], [1.28851, -1.28965, -1.58015], [-2.16402, 0.19275, 0.13226], [-2.35306, -0.22729, 1.83022], [-2.31318, -1.50803, 0.62341]], "lowdin_charge": [-0.2206, -0.2091, -0.3973, -0.5462, -0.7501, -0.1591, 0.1687, 0.7213, 0.7531, 0.0989, 0.1225, 0.1273, 0.0547, 0.0718, 0.0870, 0.0771], "fmax_ev_per_a": 1.23, "e_lumo_ev": [-0.1, -0.5], "de_lowest_kcal_mol": 57.09, "gap_ha": [0.316, 0.278]}

{"formula": "C6H7Br2N", "method": "the ωB97M-V functional and the def2-TZVPD basis", "species": ["C", "C", "C", "C", "C", "C", "N", "Br", "Br", "H", "H", "H", "H", "H", "H", "H"], "coordinates": [[2.87086, -1.33883, 0.95639], [1.41228, -0.69748, -0.97235], [1.69449, -0.81150, 0.51140], [1.37698, 0.73092, 0.91163], [0.33889, 0.46818, -0.92466], [-1.04897, 0.07209, -0.50300], [3.83884, -1.93484, 1.15145], [0.47284, 1.14774, 2.56934], [0.46723, 1.89188, -2.06825], [2.29296, -0.37582, -1.58824], [0.99924, -1.55842, -1.52441], [0.78295, -1.46334, 0.88095], [1.97733, 1.53081, 0.45459], [-1.03348, -0.93968, -0.09039], [-1.65263, 0.02060, -1.42040], [-1.41835, 0.62490, 0.32109]], "lowdin_charge": [-0.2374, -0.1862, -0.3912, -0.5360, -0.8293, -0.1552, 0.1801, 0.6632, 0.8095, 0.1229, 0.1231, 0.1766, 0.0573, 0.0777, 0.0843, 0.0405], "fmax_ev_per_a": 5.87, "e_lumo_ev": 0.2, "de_lowest_kcal_mol": 52.83, "gap_ha": 0.333}

{"formula": "C6H7BrN2O2S", "method": "the ωB97M-V functional and the def2-TZVPD basis", "species": ["C", "C", "C", "C", "C", "C", "N", "N", "O", "O", "S", "Br", "H", "H", "H", "H", "H", "H", "H"], "coordinates": [[1.84444, 1.63935, -0.46438], [0.41449, 1.66120, -0.53070], [1.91212, -0.66790, 0.29779], [2.55918, 0.59011, -0.06424], [-0.22011, 0.49589, -0.38341], [0.09864, -1.96296, 0.10594], [0.53302, -0.62485, -0.04697], [-1.59187, 0.34427, -0.51483], [2.50013, -1.68719, -0.49746], [1.87027, -3.80020, 0.48834], [1.48733, -2.95787, -0.62682], [4.43907, 0.81791, 0.22240], [2.46044, 2.56166, -0.67372], [-0.24220, 2.40612, -0.87525], [2.14574, -0.80831, 1.44106], [-0.89387, -2.14203, -0.12256], [0.66168, -2.43601, 1.70620], [-2.22163, 1.08641, -0.80058], [-2.12108, -0.16186, 0.14057]], "lowdin_charge": [-0.1325, -0.0445, -0.4685, -0.6334, -0.3190, -0.2037, -0.0654, 0.1297, -0.3060, -0.4963, 0.9242, 0.7472, 0.1167, 0.0938, 0.1782, 0.0489, 0.2467, 0.1084, 0.0755], "fmax_ev_per_a": 4.75, "e_lumo_ev": 0.2, "de_lowest_kcal_mol": 102.38, "gap_ha": 0.298}

Electronic energy readings, ordered: -36079.1306, -27986.8120, -27986.1898, -38823.2475, -11103.7683, -147907.1377, -147907.3225, -94283.6800 eV